1.
Below is a cluster of 2 separate species, C4H9INO in total, with properties calculated with ωB97M-V/def2-TZVPD.

For the HOMO energy (spin up / spin down), the calculation gives -0.4455 / -0.5328 hartree. As for the LUMO energy (spin up / spin down): -7.06 / -6.73 eV. Its energy above the lowest of the compared OMol25 structures with the same formula, charge and spin is 2.757 eV. The frontier orbital gap (spin up / spin down) comes out at 5.06 / 7.76 eV. As for the expectation value of S²: 2.040.

```
! wB97M-V def2-TZVPD RIJCOSX def2/J DEFGRID3
* xyz 1 3
C 1.76 -1.24 -0.67
C 1.15 -0.61 0.55
C 0.06 0.34 0.16
C -3.43 1.50 -0.36
N -1.26 0.03 0.40
O -1.86 -0.88 0.88
I -4.52 -0.15 -0.07
H 1.04 -1.73 -1.43
H 2.33 -0.38 -1.14
H 2.50 -1.85 -0.30
H 2.04 -0.06 1.05
H 0.73 -1.43 1.22
H -0.17 1.16 0.83
H 0.41 0.78 -0.73
H -2.77 1.41 -1.24
H -3.37 2.37 0.24
*
```

Table of natural (NBO) atomic charges, one value per atom, all in e:
1 C -0.60
2 C -0.42
3 C -0.31
4 C -0.44
5 N 0.23
6 O -0.11
7 I 0.52
8 H 0.22
9 H 0.21
10 H 0.23
11 H 0.26
12 H 0.23
13 H 0.28
14 H 0.28
15 H 0.21
16 H 0.22

=====

2.
Below is a cluster of 2 separate species, C5H14N2 in total, with properties calculated with ωB97M-V/def2-TZVPD.

For the HOMO energy (spin up / spin down), the calculation gives 0.0393 / -0.1387 hartree. As for the LUMO energy (spin up / spin down): 3.78 / 3.73 eV. Its energy above the lowest of the compared OMol25 structures with the same formula, charge and spin is 1.357 eV. The frontier orbital gap (spin up / spin down) comes out at 2.71 / 7.51 eV. As for the expectation value of S²: 0.753.

```
! wB97M-V def2-TZVPD RIJCOSX def2/J DEFGRID3
* xyz -1 2
C 1.82 1.00 -1.20
C 0.68 0.58 -0.26
C 0.43 1.59 0.82
N 2.16 0.05 -2.30
H 2.75 1.13 -0.60
H 1.54 1.99 -1.62
H 0.90 -0.41 0.13
H -0.24 0.51 -0.87
H 0.20 2.56 0.36
H 1.34 1.70 1.44
H -0.43 1.34 1.50
H 2.84 0.53 -2.88
H 1.34 -0.02 -2.93
C -2.40 -1.29 1.90
C -1.23 -1.83 -0.03
N -1.13 -1.53 1.21
H -2.26 -1.70 2.92
H -3.29 -1.77 1.46
H -2.54 -0.23 2.06
H -0.32 -1.91 -0.66
H -2.14 -2.29 -0.44
*
```

Table of natural (NBO) atomic charges, one value per atom, all in e:
1 C -0.20
2 C -0.47
3 C -0.61
4 N -0.83
5 H 0.16
6 H 0.14
7 H 0.23
8 H 0.17
9 H 0.18
10 H 0.18
11 H 0.23
12 H 0.33
13 H 0.34
14 C -0.48
15 C -0.43
16 N -0.61
17 H 0.16
18 H 0.14
19 H 0.13
20 H 0.14
21 H 0.10

=====

3.
Below is a cluster of 2 separate species, C5H9Cl2O2P in total, with properties calculated with ωB97M-V/def2-TZVPD.

For the HOMO energy (spin up / spin down), the calculation gives -0.3248 / -0.3248 hartree. As for the LUMO energy (spin up / spin down): -0.71 / -0.71 eV. Its energy above the lowest of the compared OMol25 structures with the same formula, charge and spin is 1.107 eV. The frontier orbital gap (spin up / spin down) comes out at 8.13 / 8.12 eV.

```
! wB97M-V def2-TZVPD RIJCOSX def2/J DEFGRID3
* xyz 0 1
C 1.01 1.66 0.14
C 1.53 -0.36 -1.28
C -2.36 -0.99 0.06
C 1.25 -0.68 1.29
C 1.09 0.21 0.01
O 0.87 2.48 -0.73
O -2.03 1.67 0.81
P -1.44 0.65 -0.07
Cl 0.02 -0.20 2.52
Cl -1.49 1.07 -1.95
H 1.26 2.01 1.15
H 2.20 0.35 -1.77
H 0.76 -0.63 -2.02
H 1.98 -1.36 -1.16
H -1.81 -1.91 -0.34
H -2.63 -0.97 1.06
H -3.32 -0.68 -0.57
H 2.11 -0.69 1.87
H 1.00 -1.64 0.98
*
```

Table of natural (NBO) atomic charges, one value per atom, all in e:
1 C 0.32
2 C -0.69
3 C -0.96
4 C -0.37
5 C -0.14
6 O -0.56
7 O -1.04
8 P 1.69
9 Cl -0.06
10 Cl -0.22
11 H 0.13
12 H 0.24
13 H 0.25
14 H 0.22
15 H 0.25
16 H 0.25
17 H 0.26
18 H 0.23
19 H 0.21

=====

4.
Below is a structure of composition C35H30F5MnN3O4S2, with properties calculated with ωB97M-V/def2-TZVPD.

For the HOMO energy (spin up / spin down), the calculation gives -0.2519 / -0.2471 hartree. As for the LUMO energy (spin up / spin down): 0.17 / 0.17 eV. The frontier orbital gap (spin up / spin down) comes out at 7.02 / 6.90 eV. As for the expectation value of S²: 0.842.

```
! wB97M-V def2-TZVPD RIJCOSX def2/J DEFGRID3
* xyz 0 2
Mn -0.43 0.56 -1.56
C -0.57 1.60 5.67
O 0.54 1.78 4.80
C 1.40 0.71 4.70
C 2.06 0.18 5.80
C 2.92 -0.90 5.64
C 3.11 -1.44 4.38
C 2.46 -0.91 3.27
C 1.60 0.18 3.42
N 0.89 0.79 2.38
C 0.81 0.40 1.06
N 1.97 0.15 0.46
C 2.21 -0.41 -0.83
C 1.25 -0.42 -1.84
C 1.65 -1.03 -3.04
C 2.92 -1.54 -3.23
C 3.87 -1.47 -2.22
C 3.50 -0.91 -1.01
O 4.39 -0.77 0.05
C 5.03 -1.96 0.47
N -0.34 0.35 0.43
C -1.57 0.29 1.09
C -1.82 -0.38 2.29
C -3.10 -0.44 2.83
C -4.16 0.17 2.18
C -3.95 0.81 0.96
C -2.67 0.84 0.41
O -2.38 1.37 -0.81
C -3.42 1.97 -1.57
H -1.11 2.54 5.68
H -0.25 1.35 6.68
H -1.22 0.80 5.29
H 1.91 0.63 6.77
H 3.44 -1.30 6.49
H 3.77 -2.28 4.24
H 2.61 -1.35 2.30
H 0.14 1.38 2.71
H 2.81 0.36 0.98
H 0.94 -1.08 -3.86
H 3.20 -1.97 -4.19
H 4.88 -1.83 -2.37
H 5.72 -1.68 1.26
H 5.60 -2.42 -0.34
H 4.31 -2.68 0.85
H -1.01 -0.89 2.79
H -3.26 -0.97 3.76
H -5.15 0.14 2.60
H -4.78 1.27 0.44
H -2.96 2.30 -2.49
H -3.84 2.83 -1.04
H -4.22 1.24 -1.78
C -3.66 -2.37 -1.59
S -2.89 -1.54 -3.00
O -1.69 -0.88 -2.41
C -2.24 -2.96 -3.86
C -1.10 -3.58 -3.38
C -0.58 -4.65 -4.08
C -1.20 -5.09 -5.24
C -2.33 -4.45 -5.72
C -2.86 -3.37 -5.03
H -3.08 -3.24 -1.30
H -4.68 -2.65 -1.86
H -3.67 -1.63 -0.79
H -0.60 -3.19 -2.49
H 0.33 -5.13 -3.73
H -0.78 -5.93 -5.79
H -2.80 -4.79 -6.64
H -3.73 -2.84 -5.40
F 0.92 7.56 0.52
C 0.79 6.42 -0.16
C -0.36 5.66 -0.05
F -1.36 6.07 0.75
C -0.48 4.48 -0.75
F -1.63 3.79 -0.60
C 0.51 3.99 -1.60
S 0.42 2.50 -2.51
C 1.66 4.78 -1.68
F 2.68 4.41 -2.46
C 1.80 5.97 -0.99
F 2.92 6.69 -1.11
*
```

Table of Mulliken atomic charges, one value per atom, all in e:
1 Mn -0.11
2 C -0.76
3 O -0.49
4 C 0.96
5 C -0.52
6 C -0.57
7 C -1.01
8 C -0.51
9 C -0.08
10 N -0.16
11 C 0.27
12 N 0.30
13 C -0.74
14 C 0.33
15 C 0.00
16 C -1.07
17 C -0.35
18 C 0.81
19 O -0.49
20 C -0.87
21 N -0.07
22 C 0.18
23 C -0.47
24 C -0.90
25 C -0.87
26 C -0.25
27 C -0.07
28 O 1.33
29 C -1.50
30 H 0.24
31 H 0.36
32 H 0.23
33 H 0.43
34 H 0.38
35 H 0.41
36 H 0.51
37 H 0.60
38 H 0.60
39 H 0.53
40 H 0.42
41 H 0.38
42 H 0.27
43 H 0.34
44 H 0.30
45 H 0.64
46 H 0.47
47 H 0.41
48 H 0.51
49 H 0.38
50 H 0.38
51 H 0.29
52 C -0.62
53 S -0.02
54 O -0.95
55 C 0.80
56 C -0.40
57 C -0.62
58 C -0.42
59 C -0.50
60 C -0.61
61 H 0.34
62 H 0.39
63 H 0.09
64 H 0.32
65 H 0.42
66 H 0.39
67 H 0.38
68 H 0.41
69 F -0.31
70 C 0.77
71 C -0.28
72 F -0.32
73 C -0.17
74 F -0.19
75 C 0.31
76 S -0.45
77 C 0.36
78 F -0.34
79 C 0.15
80 F -0.30

=====

5.
Below is a structure of composition C29H46F3IN7O9PS3Ti, with properties calculated with ωB97M-V/def2-TZVPD.

For the HOMO energy (spin up / spin down), the calculation gives -0.2835 / -0.2835 hartree. As for the LUMO energy (spin up / spin down): -1.15 / -1.15 eV. Its energy above the lowest of the compared OMol25 structures with the same formula, charge and spin is 3.485 eV. The frontier orbital gap (spin up / spin down) comes out at 6.56 / 6.56 eV.

```
! wB97M-V def2-TZVPD RIJCOSX def2/J DEFGRID3
* xyz 0 1
Ti 1.08 1.00 -0.44
N -2.01 1.88 -2.85
N -1.27 1.25 -3.85
C -0.07 0.68 -3.56
N 0.63 0.21 -4.60
N 0.36 0.57 -2.33
N 1.80 0.34 -2.18
O 2.34 1.53 -2.13
O 2.33 -0.68 -2.75
H -2.89 1.40 -2.70
H -2.17 2.85 -3.09
H -1.72 0.99 -4.71
H 0.49 0.60 -5.52
H 1.51 -0.25 -4.37
C -5.04 -1.03 -0.52
S -3.63 -0.88 -1.63
C -3.95 -2.25 -2.76
H -5.97 -0.88 -1.06
H -4.93 -0.26 0.24
H -5.04 -2.01 -0.05
H -4.87 -2.10 -3.32
H -4.00 -3.19 -2.21
H -3.11 -2.31 -3.45
C -0.12 -2.83 -2.19
C 0.97 -3.29 -1.21
C 0.49 -4.58 -0.52
C 2.19 -3.66 -2.07
P 1.32 -1.88 0.06
C 0.06 -2.30 1.35
C -1.29 -2.28 0.97
C -2.31 -2.57 1.86
C -2.03 -2.88 3.18
C -0.70 -2.90 3.58
C 0.32 -2.63 2.68
C 3.02 -2.18 0.82
C 3.28 -3.62 1.27
C 4.09 -1.77 -0.21
C 3.24 -1.22 2.01
H -0.26 -3.62 -2.94
H 0.18 -1.92 -2.70
H -1.09 -2.68 -1.72
H 0.39 -5.35 -1.29
H -0.48 -4.47 -0.04
H 1.20 -4.94 0.22
H 1.85 -4.38 -2.82
H 2.97 -4.15 -1.50
H 2.60 -2.80 -2.58
H -1.57 -2.03 -0.04
H -3.34 -2.54 1.51
H -2.82 -3.09 3.88
H -0.45 -3.14 4.61
H 1.33 -2.69 3.05
H 3.30 -4.32 0.43
H 2.54 -3.99 1.98
H 4.26 -3.66 1.75
H 4.13 -2.43 -1.07
H 5.06 -1.80 0.29
H 3.93 -0.76 -0.58
H 2.48 -1.23 2.78
H 3.34 -0.20 1.66
H 4.19 -1.49 2.47
N -1.10 0.81 -0.14
C -1.91 1.36 0.93
C -2.64 2.51 0.67
C -3.36 3.11 1.68
C -3.36 2.57 2.96
C -2.70 1.38 3.19
C -1.97 0.76 2.18
S -4.09 3.50 4.30
O -5.33 4.01 3.76
O -3.06 4.52 4.50
O -4.21 2.54 5.38
H -1.38 -0.15 -0.32
H -1.38 1.30 -1.00
H -2.60 2.96 -0.32
H -3.92 4.03 1.51
H -2.74 0.95 4.19
H -1.45 -0.17 2.37
O 0.98 0.79 1.70
H 1.68 1.23 2.23
H 0.13 1.05 2.09
I 0.09 3.91 2.45
C 0.18 4.25 0.40
C -0.18 5.55 0.05
C -0.09 5.96 -1.26
C 0.39 5.06 -2.20
C 0.71 3.79 -1.78
N 0.59 3.35 -0.51
H -0.53 6.22 0.82
H -0.37 6.97 -1.54
H 0.53 5.33 -3.24
H 1.11 3.07 -2.48
F 5.67 2.35 -0.34
C 5.34 2.11 0.92
F 6.08 2.86 1.73
F 5.58 0.82 1.19
S 3.57 2.52 1.20
O 3.43 3.89 0.83
O 3.28 2.13 2.56
O 2.91 1.58 0.24
*
```

Here are the Mulliken charges for atoms 1 to 99, given in e:
1 Ti 0.11
2 N -0.49
3 N -0.27
4 C -0.66
5 N -0.25
6 N 1.39
7 N 1.12
8 O -0.68
9 O -0.91
10 H 0.19
11 H 0.27
12 H 0.24
13 H 0.21
14 H 0.22
15 C -1.16
16 S 0.46
17 C -1.21
18 H 0.44
19 H 0.27
20 H 0.31
21 H 0.42
22 H 0.34
23 H 0.32
24 C -2.23
25 C 2.80
26 C -1.64
27 C -2.13
28 P 1.57
29 C 2.54
30 C -0.32
31 C -0.76
32 C -0.88
33 C -1.14
34 C -1.29
35 C 2.24
36 C -1.98
37 C -1.55
38 C -2.15
39 H 0.61
40 H 0.30
41 H 0.18
42 H 0.54
43 H 0.26
44 H 0.24
45 H 0.62
46 H 0.44
47 H 0.23
48 H -0.89
49 H 0.35
50 H 0.44
51 H 0.44
52 H 0.27
53 H 0.35
54 H 0.27
55 H 0.59
56 H 0.30
57 H 0.59
58 H 0.01
59 H 0.06
60 H 0.34
61 H 0.82
62 N 1.87
63 C 0.58
64 C -0.86
65 C -1.14
66 C -0.30
67 C -1.27
68 C 0.32
69 S 1.26
70 O -0.69
71 O -0.63
72 O -0.71
73 H -0.98
74 H 0.25
75 H 0.22
76 H 0.45
77 H 0.52
78 H 0.46
79 O -0.82
80 H 0.45
81 H -0.42
82 I 0.32
83 C -0.20
84 C -0.78
85 C -0.58
86 C -1.09
87 C -0.39
88 N 1.04
89 H 0.53
90 H 0.43
91 H 0.53
92 H 0.57
93 F -0.21
94 C 0.58
95 F -0.21
96 F -0.19
97 S 1.57
98 O -0.64
99 O -0.70

=====

6.
Below is a structure of composition C6H10O, with properties calculated with ωB97M-V/def2-TZVPD.

For the HOMO energy, the calculation gives -0.3311 hartree. As for the LUMO energy: 1.05 eV. Its energy above the lowest of the compared OMol25 structures with the same formula, charge and spin is 2.379 eV. The frontier orbital gap comes out at 10.06 eV.

```
! wB97M-V def2-TZVPD RIJCOSX def2/J DEFGRID3
* xyz 0 1
C -1.55 0.47 -1.43
C -0.33 0.32 -0.48
C 1.38 0.85 -0.36
C 1.38 -0.56 0.19
C 0.56 -0.61 1.49
C -0.80 -0.20 0.93
O 0.46 -0.87 -0.89
H -2.00 -0.54 -1.57
H -1.23 0.80 -2.42
H -2.38 1.11 -1.10
H 1.44 1.76 0.20
H 2.09 0.83 -1.23
H 2.26 -1.23 0.16
H 0.93 0.11 2.22
H 0.56 -1.60 1.94
H -1.43 -1.11 0.76
H -1.38 0.45 1.59
*
```

Table of natural (NBO) atomic charges, one value per atom, all in e:
1 C -0.65
2 C 0.28
3 C -0.38
4 C 0.05
5 C -0.43
6 C -0.45
7 O -0.56
8 H 0.23
9 H 0.22
10 H 0.22
11 H 0.19
12 H 0.23
13 H 0.20
14 H 0.21
15 H 0.21
16 H 0.22
17 H 0.21

=====

Table of energy (hartree), in record order: -584.95484, -308.31316, -1608.09030, -4263.54177, -5175.75188, -309.75495
Table of maximum force (eV Å⁻¹), in record order: 4.52, 2.93, 4.07, 0.39, 1.13, 2.15